1.
{"formula": "C27H84O22", "method": "ωB97M-V/def2-TZVPD", "lumo_energy_ev": [-1.98, -8.89], "homo_energy_ev": [-11.932, -11.929], "homo_lumo_gap_ev": [9.95, 3.04], "s_squared": 0.76, "charge": 1, "spin_multiplicity": 2, "symbols": ["O", "O", "O", "O", "O", "O", "O", "O", "O", "O", "O", "O", "O", "O", "O", "O", "O", "O", "O", "O", "O", "O", "C", "C", "C", "C", "C", "C", "C", "C", "C", "C", "C", "C", "C", "C", "C", "C", "C", "C", "C", "C", "C", "C", "C", "C", "C", "C", "C", "H", "H", "H", "H", "H", "H", "H", "H", "H", "H", "H", "H", "H", "H", "H", "H", "H", "H", "H", "H", "H", "H", "H", "H", "H", "H", "H", "H", "H", "H", "H", "H", "H", "H", "H", "H", "H", "H", "H", "H", "H", "H", "H", "H", "H", "H", "H", "H", "H", "H", "H", "H", "H", "H", "H", "H", "H", "H", "H", "H", "H", "H", "H", "H", "H", "H", "H", "H", "H", "H", "H", "H", "H", "H", "H", "H", "H", "H", "H", "H", "H", "H", "H", "H"], "coordinates": [[0.16277, -1.19373, 4.88362], [2.07219, -1.71384, -4.44880], [-3.37467, -1.37398, 1.48963], [1.20539, -3.65422, 1.44349], [3.78665, 3.58498, -0.59795], [-0.47064, 3.42067, 1.72055], [-1.16993, 1.75057, -3.28615], [1.04789, -0.19801, -0.72083], [-4.56495, -1.29887, 4.14297], [4.19682, 2.11208, -2.82605], [-1.08533, 3.30302, -0.94423], [-0.61615, -0.97448, -3.06850], [-0.50214, -1.51021, 1.51630], [2.46131, -2.01318, 3.51954], [1.80403, 2.63837, 2.79225], [-1.09757, 1.37441, -6.21666], [-4.11188, 1.23539, 5.60888], [3.54109, -5.22594, 0.37433], [0.34128, -4.08607, -5.50040], [3.79631, 0.59276, 2.42158], [-3.35831, -5.65040, 1.10696], [-2.60541, -0.69005, -5.16985], [-2.38545, 3.78629, -1.11689], [-3.32003, 3.05604, -0.08688], [-3.34751, -1.01688, 4.84306], [2.68574, 3.71949, 2.84498], [2.45711, 4.03789, -0.60278], [5.27475, -0.36609, 0.90051], [0.06877, 0.52749, 0.08697], [-3.14435, 0.47446, 4.86567], [1.64996, -3.62702, 0.09789], [-1.99263, -5.19760, 1.12778], [-1.83517, -1.74297, -3.18386], [2.30060, 5.20807, -1.58356], [3.37109, 1.01734, -2.70898], [-0.13517, -0.11031, 1.49681], [-0.01779, 1.81356, -5.43067], [1.45393, -3.50431, -6.08178], [-2.26132, -1.97213, -4.61691], [-0.43747, 2.63842, -4.14885], [2.31541, -4.93901, -0.36170], [4.26839, 0.67994, 1.10528], [-4.45954, -1.24864, 0.66276], [2.39659, -2.21223, 4.96450], [-1.11368, 4.29054, 2.67898], [1.56924, -1.99432, -5.74622], [0.89664, -2.31095, 5.34760], [-1.69832, 3.33988, 3.82957], [-5.44030, -2.28837, 0.94451], [-3.01478, 3.22596, 0.94561], [-1.40830, -5.99749, 1.58258], [-0.91866, 3.46465, -0.01272], [3.45198, 3.71692, 2.06976], [-4.36331, 3.33461, -0.23548], [-1.78078, -2.77229, -2.82938], [-1.84623, -0.16691, -5.43736], [2.32606, -2.78459, -0.04807], [2.52055, 4.93380, -2.61531], [-4.10713, -1.19902, -0.36751], [-1.83005, -4.31393, 1.74485], [-1.01357, 3.52320, -4.41974], [-1.45781, -2.33880, -5.25568], [1.72148, 3.27546, -0.85896], [0.53283, -4.15841, -4.56250], [-3.44086, 1.98330, -0.23764], [-3.15464, -2.59345, -4.68047], [1.69648, -5.83432, -0.30299], [4.20111, -4.66399, -0.03822], [0.55733, -3.25290, 4.91669], [-0.89342, 0.54155, -0.42499], [-4.92205, -0.27764, 0.83975], [-2.13070, 3.98467, 4.59468], [3.92466, 2.98435, -1.33402], [0.40674, 3.00441, -3.56450], [-1.39677, 2.10779, -6.75909], [2.73594, -4.86791, -1.36480], [2.91919, -1.35686, 5.39268], [-3.39191, -1.37053, 5.87314], [6.17202, -0.21521, 1.50071], [1.34287, -1.69962, -3.82470], [0.54496, 1.48851, 0.28135], [-1.34826, 2.23520, -2.47687], [1.39658, -3.70384, -7.15183], [-0.39372, 4.96646, 3.14040], [-2.52944, -1.53152, 4.33907], [-3.14165, 0.86622, 3.84851], [0.46422, -0.65263, -1.33259], [-1.90661, 4.88704, 2.22781], [3.30087, 3.62504, 3.73986], [0.74048, -2.37051, 6.42471], [2.39870, 1.88529, 2.82111], [1.32069, 5.68454, -1.55442], [-1.45619, -1.46240, 1.42086], [0.82867, 0.01001, 1.99143], [2.97947, -3.06812, 5.30480], [0.32662, 3.05818, 2.11372], [-5.10357, -3.26609, 0.59988], [-2.13447, 0.66372, 5.22956], [0.62508, -2.89030, 1.47926], [-0.95094, 2.64190, 4.20687], [-0.91235, 0.45054, 2.01599], [2.08391, 4.62782, 2.87382], [-5.23295, -0.78775, 4.60572], [5.50353, -0.39122, -0.16491], [4.74153, 1.64686, 0.93418], [3.83151, 0.08206, -2.39058], [-3.83314, -5.01296, 0.56863], [0.14957, -1.30861, 3.93061], [0.60427, -1.50247, -5.86873], [2.50354, 1.27415, -2.10112], [0.81011, -3.54801, -0.59240], [2.23384, -2.86349, 3.13634], [-6.40575, -2.14987, 0.45785], [-1.62048, -5.05253, 0.11360], [4.83012, -1.33122, 1.14326], [-5.61128, -2.31356, 2.02072], [-0.86881, -0.05731, -3.19718], [0.45444, 0.91602, -5.03126], [2.26611, 4.51920, 0.35637], [-2.66601, -1.26911, -2.66112], [-3.82902, -1.31992, 2.33357], [-3.65048, 1.89183, 6.13595], [-2.72697, 3.63558, -2.14097], [2.35323, -4.02262, -5.74905], [4.48116, 2.25459, -3.73183], [2.86951, 0.83718, -3.65980], [2.19117, -1.48974, -6.48562], [-2.50945, 2.80688, 3.33351], [0.71269, 2.34923, -6.03693], [-2.40137, 4.86980, -0.99914], [3.26123, -0.20386, 2.44797], [3.45613, 0.66213, 0.37864], [2.95259, 6.02860, -1.28400]], "forces_ev_per_angstrom": [[-0.18, -0.21, -0.17], [0.37, -0.24, 0.04], [2.07, -0.05, 1.01], [0.27, -0.32, -0.41], [-0.18, -0.21, 0.92], [-1.41, 1.06, -0.62], [0.00, -0.08, -0.69], [-1.92, 1.89, 2.63], [0.36, -0.32, -0.02], [1.10, 0.88, 0.21], [0.50, -0.24, -0.89], [-0.11, -1.42, 0.80], [1.09, 3.14, -0.57], [0.06, -0.11, 0.99], [-0.52, -0.66, -0.32], [0.08, 0.19, 0.08], [0.11, -0.97, -0.27], [-0.91, 0.16, 0.21], [-1.00, -0.44, 0.72], [-1.09, 0.78, 0.76], [0.75, 0.54, 0.00], [-1.03, -0.44, 0.22], [-1.68, -0.48, 0.85], [-0.51, 0.50, -1.00], [-0.78, 0.56, 0.39], [1.07, 0.85, 0.73], [0.16, 1.79, -0.70], [0.35, -1.19, -0.98], [1.71, -0.90, -2.78], [1.04, 0.90, -0.11], [0.19, -1.29, -0.56], [-0.31, -0.88, 0.18], [-0.52, -1.06, -0.64], [-0.08, 0.34, -0.09], [-1.85, -0.83, -1.17], [0.37, -2.58, 1.96], [0.07, 0.56, 1.64], [1.05, 0.97, -0.23], [0.46, 2.46, -0.91], [0.19, -0.83, -0.72], [2.05, 0.13, 0.76], [0.40, 1.29, -0.37], [-0.74, 1.83, -2.14], [-0.43, 0.88, -0.37], [0.28, -2.00, 1.85], [-0.23, -0.27, -0.78], [1.29, -0.13, 0.39], [-0.14, 1.66, -1.86], [-1.33, -1.58, -0.14], [-0.04, 0.13, -0.10], [-0.03, 0.00, -0.06], [0.83, -0.10, 0.85], [-0.45, 0.13, -0.62], [-0.01, 0.69, 0.26], [0.93, 0.11, 0.87], [0.17, -0.02, -0.19], [0.26, 0.08, -0.18], [0.06, -0.04, -0.01], [-0.03, -0.32, -0.17], [-0.21, 0.25, -0.06], [-0.38, -0.07, -0.09], [0.02, -0.76, 0.43], [-0.11, -0.36, 0.27], [-0.18, -0.18, 0.15], [0.84, -0.27, -0.24], [0.14, -0.10, 0.10], [-0.23, 0.30, 0.24], [0.28, -0.07, 0.20], [-0.42, -0.07, -0.13], [0.05, 0.15, -0.08], [-0.16, 0.35, -0.03], [0.09, -0.26, 0.28], [0.26, 0.12, -0.49], [0.49, -0.03, -0.38], [-0.24, -0.04, -0.11], [-1.07, 0.39, -0.56], [-0.40, 0.23, 0.04], [-0.07, -0.27, 0.04], [-0.09, 0.01, -0.10], [-0.37, 0.06, -0.05], [-0.20, 0.28, 0.32], [0.16, 0.05, 0.38], [-0.15, 0.43, -0.09], [0.15, 0.11, -0.25], [-0.01, 0.15, -0.05], [-0.18, -0.19, -0.31], [-0.45, -1.12, -1.58], [0.11, -0.27, -0.26], [-0.26, 0.36, 0.46], [0.19, 0.04, 0.00], [0.19, -0.97, -0.08], [-0.37, -0.41, 0.01], [-1.56, -0.71, 0.04], [0.01, -0.22, 0.09], [-0.23, -0.36, -0.29], [0.83, -0.16, 0.44], [0.13, -0.11, 0.26], [0.10, 0.00, 0.29], [-0.28, -0.03, 0.47], [0.04, 0.25, 0.04], [-0.06, 0.46, -0.38], [0.36, 0.10, -0.11], [-0.42, 0.05, -0.06], [0.47, -0.10, -0.04], [-0.19, 0.24, 0.39], [0.24, 0.16, 0.20], [-0.25, -0.08, 0.03], [0.03, 0.20, -0.19], [-0.37, -0.22, 0.00], [0.22, 0.00, 0.72], [-0.41, 0.43, -0.08], [0.02, -0.33, -0.63], [0.02, 0.32, -0.03], [0.10, 0.18, -0.06], [0.17, -0.25, 0.11], [-0.11, -0.24, 0.01], [-0.18, 1.02, -0.32], [0.18, -0.14, -0.15], [-0.22, -0.71, 0.28], [0.11, 0.27, 0.10], [0.48, -0.12, 1.30], [-0.01, -0.07, 0.04], [0.05, -0.35, -0.05], [0.34, 0.14, 0.10], [0.05, -0.08, 0.07], [0.18, -0.46, -0.28], [0.46, -0.15, 0.15], [-0.02, -0.23, 0.29], [0.07, 0.19, 0.13], [-0.13, 0.13, 0.37], [0.04, -0.60, 0.60], [-0.25, -0.31, -0.15], [0.41, -0.21, -0.08]], "mulliken_charge": [-0.40, -0.49, -0.07, -0.69, -0.57, -0.01, -0.41, 0.23, -0.55, -0.58, -0.08, 0.60, 0.91, -0.27, -0.42, -0.57, -0.58, -0.54, -0.49, -0.62, -0.54, -0.61, -0.50, -0.80, -0.35, -0.81, 1.09, -1.36, 1.01, 0.13, 0.83, -0.29, -0.12, -1.60, 0.20, -0.15, -0.21, -0.69, -0.67, 0.08, -0.86, 0.73, 0.09, -0.44, -0.68, 0.03, -0.56, -0.80, -1.17, 0.06, 0.31, 0.05, 0.19, 0.53, 0.31, 0.29, -0.13, 0.32, 0.24, 0.07, 0.40, 0.17, -0.57, 0.29, 0.08, 0.42, 0.35, 0.30, 0.28, 0.38, 0.22, 0.49, 0.33, -0.08, 0.32, 0.38, 0.29, 0.37, 0.33, 0.22, -1.04, -0.06, 0.37, 0.38, 0.06, -0.15, -0.11, 0.50, 0.37, 0.41, 0.23, 0.33, -0.38, 0.09, 0.35, -0.09, 0.02, 0.40, 0.31, 0.22, 0.33, 0.34, 0.34, 0.38, 0.35, 0.17, 0.28, 0.17, -0.08, -0.45, -0.05, 0.20, 0.43, 0.17, 0.31, 0.29, -0.31, -0.33, 0.18, 0.14, -0.13, 0.34, 0.50, 0.30, 0.34, 0.37, 0.45, 0.09, 0.55, 0.35, 0.13, -0.35, 0.44]}

2.
{"formula": "C4H11NOS", "method": "ωB97M-V/def2-TZVPD", "smiles": "OCNCCCS", "lumo_energy_ev": 0.86, "homo_energy_ev": -8.961, "homo_lumo_gap_ev": 9.82, "relative_energy_kj_mol": 249.5, "symbols": ["S", "O", "N", "C", "C", "C", "C", "H", "H", "H", "H", "H", "H", "H", "H", "H", "H", "H"], "coordinates": [[-2.98253, 0.81756, -0.76487], [2.08815, -1.19425, 2.14152], [0.49421, -1.22497, 0.57050], [0.89377, -0.61033, 1.83371], [0.80562, -0.34346, -0.55737], [-0.19007, 0.80688, -0.63921], [-1.38567, 0.64331, -1.54821], [1.00177, -0.95943, -1.52335], [-1.18781, 1.34929, -2.36652], [0.85506, 0.52837, 1.93766], [-0.42717, -1.65629, 0.61622], [-0.58800, 1.16177, 0.40362], [0.41147, 1.63361, -0.95119], [-2.78732, 2.02845, -0.19898], [2.40441, -1.77512, 1.37687], [1.83179, 0.05383, -0.55134], [-1.38788, -0.18707, -2.26768], [0.15021, -1.07215, 2.48862]], "forces_ev_per_angstrom": [[-0.39, 0.03, -0.04], [3.27, -0.69, -0.14], [0.83, 1.00, -0.54], [-2.21, -1.56, -0.47], [-0.10, -1.46, -1.23], [-0.02, 0.27, 1.45], [0.64, 0.75, -1.88], [-1.40, 0.86, 1.16], [-0.81, 0.78, 0.39], [0.39, -1.43, -0.47], [0.26, 0.63, -0.51], [0.96, -1.09, -1.65], [0.05, 0.94, -0.53], [0.07, -0.23, -0.21], [-1.10, 1.35, 1.51], [-0.18, -0.01, 1.23], [-0.14, -0.87, 1.16], [-0.12, 0.74, 0.77]], "mulliken_charge": [-0.22, -0.53, -0.42, -0.21, -0.61, -0.42, -0.63, 0.35, 0.33, 0.23, 0.23, 0.21, 0.32, 0.12, 0.35, 0.27, 0.38, 0.25]}

3.
{"formula": "C23H26FN5OS2", "method": "ωB97M-V/def2-TZVPD", "smiles": "Cn1c(CSCc2ccc(F)cc2)nnc1SCC(=O)N1CCN(c2ccccc2)CC1", "lumo_energy_ev": 0.42, "homo_energy_ev": -7.717, "homo_lumo_gap_ev": 8.14, "relative_energy_kj_mol": 2.8, "symbols": ["S", "S", "F", "O", "N", "N", "N", "N", "N", "C", "C", "C", "C", "C", "C", "C", "C", "C", "C", "C", "C", "C", "C", "C", "C", "C", "C", "C", "C", "C", "C", "C", "H", "H", "H", "H", "H", "H", "H", "H", "H", "H", "H", "H", "H", "H", "H", "H", "H", "H", "H", "H", "H", "H", "H", "H", "H", "H"], "coordinates": [[-1.09814, -1.50160, -0.84636], [-6.39277, 1.00160, -1.17303], [-0.44248, 1.43113, 1.50810], [1.24210, -3.80311, 0.71674], [4.15469, -0.10566, 0.89705], [-3.76660, -1.05927, -1.15484], [-4.52961, -1.52499, 0.84547], [2.00446, -1.78417, 0.08534], [-3.20297, -1.72005, 0.86618], [6.88991, 0.63842, -1.49143], [5.05004, 0.57478, 0.07815], [-0.34950, -2.03603, 0.72937], [5.09804, 1.97354, 0.12101], [-6.23956, -0.78141, -0.76582], [-1.77119, 1.51958, 1.25086], [1.03768, -2.62185, 0.51186], [-2.75072, -1.44077, -0.32728], [3.36917, -2.26623, -0.01066], [-3.53689, 2.08009, -0.23491], [-2.66901, 1.11199, 2.21770], [-3.68061, -0.69095, -2.53783], [4.22343, -1.54255, 1.04077], [5.97317, -0.07772, -0.74394], [-5.93200, 1.75689, 0.42539], [6.91320, 2.02032, -1.45155], [-4.46620, 1.67586, 0.71733], [-2.18106, 2.00110, 0.02178], [-4.87238, -1.13440, -0.34988], [-4.02124, 1.19249, 1.94160], [1.91786, -0.35258, -0.07895], [6.00952, 2.68044, -0.63523], [2.78318, 0.34306, 0.98799], [-3.86882, -1.55720, -3.17644], [-6.52193, 1.26999, 1.20133], [3.82927, -1.79044, 2.03339], [3.74538, -2.05871, -1.01773], [-6.25151, 2.79596, 0.32564], [6.02059, 3.75940, -0.57851], [-2.67849, -0.31444, -2.73968], [0.89211, -0.00418, -0.01289], [-3.88302, 2.44764, -1.19009], [4.42952, 2.51505, 0.77276], [-2.31406, 0.72485, 3.15876], [7.62626, 2.57499, -2.04186], [5.25958, -1.87492, 0.99844], [-4.73298, 0.85723, 2.67951], [-6.93386, -1.01327, 0.04022], [5.98387, -1.15401, -0.81723], [-1.45065, 2.30185, -0.71276], [2.39780, 0.09345, 1.98217], [3.36175, -3.34253, 0.16497], [2.71481, 1.41954, 0.85211], [-0.33526, -1.18425, 1.40810], [7.58804, 0.10408, -2.11980], [2.30610, -0.09728, -1.07278], [-4.41673, 0.08320, -2.75378], [-6.53408, -1.30103, -1.67776], [-0.99719, -2.81296, 1.13292]], "forces_ev_per_angstrom": [[0.39, -0.13, -0.19], [-0.31, -0.02, 0.09], [0.02, -0.03, 0.00], [-0.09, -0.23, 0.13], [0.00, -0.08, 0.35], [0.01, -0.23, 0.80], [-1.29, 0.01, -0.05], [0.36, 0.08, -0.21], [1.06, -0.16, -0.05], [0.09, 0.13, -0.06], [0.25, 0.15, -0.08], [-0.36, 0.00, -0.08], [-0.10, 0.04, -0.02], [-0.12, 0.64, -0.10], [-0.24, 0.01, 0.03], [-0.41, -0.06, -0.05], [-0.11, 0.02, 0.08], [0.31, -0.28, 0.20], [-0.01, -0.01, 0.18], [0.31, 0.13, -0.06], [-0.03, -0.06, -0.46], [0.00, -0.24, -0.23], [-0.13, -0.16, 0.08], [-0.18, -0.26, -0.44], [0.13, 0.01, -0.10], [0.16, 0.06, 0.19], [0.18, 0.01, 0.13], [0.18, -0.31, 0.02], [0.04, 0.25, -0.19], [-0.01, 0.46, 0.29], [-0.03, 0.01, -0.04], [-0.34, 0.10, -0.30], [0.05, 0.06, -0.02], [0.00, 0.13, 0.08], [0.05, -0.05, -0.07], [0.01, -0.03, 0.04], [-0.09, -0.05, 0.08], [0.00, 0.08, 0.02], [-0.06, 0.07, -0.05], [-0.02, -0.01, -0.01], [0.00, 0.02, -0.10], [-0.04, 0.02, 0.08], [0.08, -0.06, 0.09], [0.06, 0.04, -0.05], [-0.03, -0.01, 0.04], [-0.09, -0.07, 0.06], [0.06, -0.15, -0.07], [-0.04, -0.09, 0.01], [0.11, 0.04, -0.05], [-0.05, 0.06, -0.03], [0.03, 0.13, -0.08], [0.00, -0.02, 0.06], [0.00, 0.00, 0.06], [0.05, -0.04, -0.04], [-0.06, 0.04, 0.04], [0.14, 0.00, 0.01], [-0.10, -0.04, 0.04], [0.20, 0.07, 0.03]], "mulliken_charge": [-0.23, -0.12, -0.34, -0.68, 0.14, 0.32, -0.77, 0.09, -0.22, -0.80, 0.99, -0.63, -0.24, -1.11, 0.35, 0.60, 0.44, -0.72, -0.49, -0.37, -0.96, -1.22, -0.44, -1.17, -0.48, 0.67, -0.38, 0.62, -0.60, -0.05, -0.62, -0.93, 0.31, 0.35, 0.38, 0.38, 0.49, 0.36, 0.33, 0.07, 0.43, 0.42, 0.41, 0.39, 0.57, 0.27, 0.47, 0.26, 0.48, 0.22, 0.46, 0.30, 0.32, 0.36, -0.04, 0.38, 0.39, 0.58]}

no.,calculated total energy (eV)
1,-74391.528
2,-18697.332
3,-58159.363